{
  "formula": "C4H9NO",
  "method": "ωB97M-V/def2-TZVPD",
  "charge": 0,
  "relative_energy_kj_mol": 191.7,
  "total_energy_ev": -7830.3334,
  "smiles": "CC(C)NC=O",
  "multiplicity": 1,
  "symbols": ["C", "C", "C", "N", "C", "O", "H", "H", "H", "H", "H", "H", "H", "H", "H"],
  "coordinates": [[-1.29, -0.23, -1.13], [-0.15, -0.10, -0.11], [-0.82, -0.04, 1.30], [1.03, 0.66, -0.53], [2.24, 0.50, 0.22], [3.32, 0.84, -0.19], [-1.40, 0.81, -1.32], [-2.21, -0.64, -0.71], [-1.08, -0.75, -2.06], [0.25, -1.19, -0.10], [-0.19, 0.18, 2.18], [-1.66, 0.71, 1.26], [-1.40, -0.95, 1.52], [1.30, 0.36, -1.40], [2.06, -0.17, 1.07]]
}

{
  "formula": "C4H9NO",
  "method": "ωB97M-V/def2-TZVPD",
  "charge": 0,
  "relative_energy_kj_mol": 233.5,
  "total_energy_ev": -7829.9003,
  "smiles": "CN1C[C@H]1CO",
  "multiplicity": 1,
  "symbols": ["C", "N", "C", "C", "C", "O", "H", "H", "H", "H", "H", "H", "H", "H", "H"],
  "coordinates": [[-0.20, -1.79, 0.71], [0.25, -0.66, -0.07], [1.11, 0.21, 0.69], [-0.24, 0.67, 0.25], [-0.61, 1.45, -1.01], [0.23, 1.21, -2.10], [0.40, -2.66, 0.43], [-0.03, -1.59, 1.80], [-1.24, -2.01, 0.47], [1.14, -0.09, 1.75], [2.06, 0.51, 0.25], [-0.95, 0.80, 1.06], [-0.62, 2.53, -0.83], [-1.65, 1.17, -1.25], [0.33, 0.24, -2.14]]
}

{
  "formula": "C4H9NO",
  "method": "ωB97M-V/def2-TZVPD",
  "charge": 1,
  "relative_energy_kj_mol": 235.2,
  "total_energy_ev": -7820.8566,
  "multiplicity": 2,
  "symbols": ["C", "C", "C", "C", "N", "O", "H", "H", "H", "H", "H", "H", "H", "H", "H"],
  "coordinates": [[-1.90, 0.63, 0.79], [-0.35, 0.41, 0.46], [-0.10, -0.42, -0.74], [1.33, -0.50, -1.07], [2.15, -0.24, 0.07], [1.78, -0.94, -2.17], [-2.06, 1.29, 1.69], [-2.28, 1.08, -0.04], [-2.35, -0.46, 1.06], [0.19, -0.06, 1.28], [0.00, 1.54, 0.35], [-0.72, 0.08, -1.56], [-0.63, -1.33, -0.82], [1.88, -0.57, 1.02], [3.06, -0.52, -0.32]]
}

{
  "formula": "C4H9NO",
  "method": "ωB97M-V/def2-TZVPD",
  "charge": 1,
  "relative_energy_kj_mol": 538.2,
  "total_energy_ev": -7817.7162,
  "multiplicity": 2,
  "symbols": ["C", "C", "C", "N", "C", "H", "H", "H", "H", "H", "H", "H", "H", "H", "O"],
  "coordinates": [[-1.65, 0.66, 2.21], [-1.01, 1.24, 0.95], [-0.44, 0.33, -0.01], [0.77, 0.40, -1.24], [1.13, -0.09, 0.06], [-2.66, 1.05, 2.16], [-1.66, -0.46, 2.26], [-1.21, 1.08, 3.13], [-0.99, 2.30, 0.92], [-0.89, -0.64, -0.18], [1.25, -1.15, 0.32], [1.63, 0.64, 0.66], [1.34, -1.91, -2.83], [0.70, -0.46, -1.80], [1.10, -2.01, -1.90]]
}